Version P
This record from OMol25 describes one molecule with the formula C3H8O2. The level of theory is wB97M-V/def2-TZVPD.

- gap between HOMO and LUMO (eV) = 10.935
- LUMO energy (eV) = 0.770
- charge = 0
- structure (SMILES) = C[C@@H](O)CO

Positions of all 13 atoms, in Å:
C: 1.10549 -0.84769 -0.74737
C: 0.32406 0.35052 -0.26464
O: -0.23536 1.03249 -1.36340
C: -0.75727 -0.12028 0.67446
O: -1.57279 0.97199 1.08212
H: 0.44366 -1.50364 -1.32213
H: 1.49751 -1.40374 0.11280
H: 1.93767 -0.54545 -1.38228
H: 0.97792 1.02850 0.31728
H: -0.86937 1.66365 -0.99024
H: -1.37355 -0.94300 0.30760
H: -0.26448 -0.46932 1.61995
H: -1.21348 0.78597 1.95586

***

Version Q
This record from OMol25 describes a 3-piece molecular cluster, C3H8O2 overall. The level of theory is wB97M-V/def2-TZVPD.

- gap between HOMO and LUMO (eV) = 10.498
- LUMO energy (eV) = 0.475
- charge = 0
- structure (SMILES) = C=C.C=O.O

Positions of all 13 atoms, in Å:
O: 1.81347 -1.26030 0.10704
C: 0.15213 0.60371 1.47635
C: -0.88223 1.18362 0.87571
C: -0.66708 -0.26863 -1.61065
O: 0.42363 -0.08598 -2.09915
H: 1.44381 -2.15043 0.06487
H: 1.16692 0.97421 1.36970
H: 0.03898 -0.29070 2.08354
H: -0.75951 2.06929 0.25554
H: -1.89068 0.78355 0.96791
H: -0.84902 -1.04614 -0.84860
H: -1.54465 0.33367 -1.90851
H: 1.55421 -0.84587 -0.73374

***

Stability order, top to bottom: version P, version Q

***

Version P
This record from OMol25 describes a 2-piece molecular cluster, C5H11N2O overall. The level of theory is wB97M-V/def2-TZVPD.

- gap between HOMO and LUMO (eV) = 10.752
- LUMO energy (eV) = -3.201
- charge = +1

Positions of all 19 atoms, in Å:
C: 0.98843 -2.82938 -0.87585
C: 1.40197 -1.66701 -1.40005
C: 1.39628 -3.25362 -2.93821
N: 1.04328 -3.82511 -1.76796
N: 1.60721 -1.95057 -2.71582
C: 0.00000 0.00000 0.00000
C: 1.36818 -0.32111 -0.79832
H: 0.61947 -2.99654 0.13610
H: 1.45318 -3.84782 -3.85024
H: 0.80127 -4.82017 -1.61117
H: 1.93168 -1.27608 -3.43211
H: 0.03093 0.97749 0.51007
H: -0.06900 -0.79315 0.76338
H: -0.90398 -0.03923 -0.63079
H: 1.54320 0.31327 -1.68848
H: 2.20417 -0.14965 -0.09322
O: -1.02376 -0.48042 3.36800
H: -1.62348 -0.23657 4.10902
H: -1.58355 -1.01692 2.76214

***

Version Q
This record from OMol25 describes an isolated ion of composition C5H11N2O and charge +1. The level of theory is wB97M-V/def2-TZVPD.

- gap between HOMO and LUMO (eV) = 11.043
- LUMO energy (eV) = -3.182
- charge = +1
- structure (SMILES) = C[N+]1(C)CNC(=O)C1

Positions of all 19 atoms, in Å:
C: 1.50109 -1.10577 0.94958
C: 0.17388 -0.39207 1.17703
C: 0.76786 0.38566 -0.99406
C: -0.98675 1.55577 0.26643
C: -1.33087 -0.80443 -0.74385
N: 1.85953 -0.90839 -0.36438
N: -0.33193 0.18151 -0.12143
O: 2.07782 -1.70563 1.82185
H: -0.60790 -1.14042 1.63243
H: 0.38651 0.48315 1.81584
H: 1.26209 1.27624 -0.79314
H: 0.72802 0.30267 -2.08699
H: -1.26617 2.07234 -0.63924
H: -1.92622 1.48180 0.83073
H: -0.49250 2.32355 0.79592
H: -0.70679 -1.67799 -0.72512
H: -2.23232 -1.04549 -0.19945
H: -1.59611 -0.50857 -1.67765
H: 2.72076 -0.77393 -0.94451

***

Stability order, top to bottom: version P, version Q

***

Version P
This record from OMol25 describes an isolated ion of composition C5H11N2O and charge +1. The level of theory is wB97M-V/def2-TZVPD.

- gap between HOMO and LUMO (eV) = 8.942
- LUMO energy (eV) = -3.649
- charge = +1
- structure (SMILES) = N[C@@H](C=O)C/C=C/[NH3+]

Positions of all 19 atoms, in Å:
O: 1.30506 -1.00863 -0.98728
C: 0.30103 -1.69860 -0.92297
C: -0.92367 -1.32824 0.02508
C: -1.17669 0.25384 0.05501
C: 0.11271 0.69530 0.66197
C: 0.82222 1.63914 0.00420
N: 2.19229 1.99389 0.32015
N: -2.02592 -2.16890 -0.08418
H: 0.19365 -2.47914 -1.60396
H: -0.52308 -1.58525 1.05666
H: -1.39638 0.69260 -0.89379
H: -2.08807 0.51752 0.69412
H: 0.21553 0.41557 1.61045
H: 0.31709 2.02633 -0.86806
H: 2.77916 1.17859 -0.11768
H: 2.52494 2.94193 -0.02478
H: 2.55889 2.03659 1.27018
H: -2.57333 -1.91463 0.67874
H: -2.61545 -2.20789 -0.87384

***

Version Q
This record from OMol25 describes an isolated ion of composition C5H11N2O and charge +1. The level of theory is wB97M-V/def2-TZVPD.

- gap between HOMO and LUMO (eV) = 9.630
- LUMO energy (eV) = -3.332
- charge = +1
- structure (SMILES) = N/C=C(\[NH3+])CCC=O

Positions of all 19 atoms, in Å:
O: -0.80991 0.52722 2.36147
C: -0.23751 1.47777 1.86515
C: -0.57612 1.89613 0.45575
C: 0.29609 1.22090 -0.60246
C: 0.19084 -0.31863 -0.53029
C: 1.18725 -1.14458 -0.88914
N: 1.04118 -2.49669 -1.02728
N: -0.99532 -0.93191 0.10173
H: 0.42447 2.09762 2.47672
H: -1.63775 1.83023 0.29544
H: -0.41152 2.98391 0.38207
H: -0.00540 1.46460 -1.62327
H: 1.35801 1.36400 -0.41522
H: 2.13137 -0.65785 -1.13291
H: 0.15448 -2.80685 -1.40443
H: 1.79844 -3.11552 -1.25178
H: -1.62391 -0.41732 0.73893
H: -1.60201 -1.35596 -0.60459
H: -0.68268 -1.61707 0.80411

***

Stability order, top to bottom: version Q, version P

***

Version P
This record from OMol25 describes a 2-piece molecular cluster, C5H11N2O overall. The level of theory is wB97M-V/def2-TZVPD.

- gap between HOMO and LUMO (eV) = 7.926
- LUMO energy (eV) = -4.467
- charge = +1

Positions of all 19 atoms, in Å:
C: 2.34724 0.31143 0.04166
C: -0.77790 0.82633 -0.95815
C: -1.09949 1.45428 0.36020
C: -0.26978 0.15158 0.25937
C: -0.57263 -2.34931 -0.14752
N: 2.54527 1.47889 0.52544
N: -1.10128 -1.09385 0.51043
O: 2.77228 -0.48807 -0.70768
H: -1.59855 0.24214 -1.46277
H: 0.03124 1.32696 -1.55300
H: -0.70990 2.40576 0.58411
H: -2.10183 1.43723 0.83428
H: -1.22123 -3.13670 0.13470
H: -0.84360 -2.18025 -1.17251
H: 0.52215 -2.33658 -0.04559
H: 1.78982 1.90196 1.07561
H: 3.31704 2.10440 0.27121
H: -1.13670 -1.12675 1.53308
H: -1.89214 -0.92944 -0.08285

***

Version Q
This record from OMol25 describes C5H11N2O as an isolated structure. The level of theory is wB97M-V/def2-TZVPD.

- gap between HOMO and LUMO (eV) = 9.648
- LUMO energy (eV) = -4.606
- charge = +1

Positions of all 19 atoms, in Å:
C: -1.77540 2.01721 0.38163
C: 1.63346 1.31984 0.69296
C: 1.33701 0.96332 -0.83994
C: 1.14836 0.05952 0.23174
C: -2.31418 -0.33312 0.30726
N: -1.44411 0.85035 0.38798
N: 0.85248 -1.14246 0.55610
O: -1.80989 3.17350 0.30226
H: 0.88853 -3.89393 -1.82543
H: 2.74325 1.55465 1.03958
H: 0.84681 2.05160 1.10643
H: 0.50019 1.44740 -1.23923
H: 2.10779 0.56127 -1.48969
H: -2.55184 -0.51169 -0.79498
H: -1.70761 -1.24698 0.64605
H: -3.12661 -0.28213 0.93506
H: 1.45858 -3.33802 -1.77799
H: 0.84483 -1.43890 1.49706
H: 0.36834 -1.81144 -0.11686

***

Stability order, top to bottom: version Q, version P

***

Version P
This record from OMol25 describes a 2-piece molecular cluster, CH4N2O3 overall. The level of theory is wB97M-V/def2-TZVPD.

- gap between HOMO and LUMO (eV) = 10.726
- LUMO energy (eV) = 0.343
- charge = 0
- structure (SMILES) = NC=O.O=NO

Positions of all 10 atoms, in Å:
C: 1.63788 0.34867 0.07498
N: 1.05012 -0.83910 -0.12869
N: -2.15635 -0.29141 0.03649
O: -3.31978 -0.49470 -0.09805
O: -1.81895 1.04379 0.09785
O: 1.07572 1.41919 0.04231
H: 2.71368 0.25733 0.28597
H: -0.83360 1.15472 0.13435
H: 1.58691 -1.68810 -0.10195
H: 0.06438 -0.91039 -0.34326

***

Version Q
This record from OMol25 describes one molecule with the formula CH4N2O3. The level of theory is wB97M-V/def2-TZVPD.

- gap between HOMO and LUMO (eV) = 9.876
- LUMO energy (eV) = 0.572
- charge = 0
- structure (SMILES) = O=C(NO)NO

Positions of all 10 atoms, in Å:
C: 0.11135 0.66499 0.38945
N: 0.14018 0.84857 -1.32593
N: -0.13274 -0.62488 0.69718
O: 0.63685 1.54385 1.02737
O: -0.24110 -0.33439 -1.99196
O: -0.17284 -0.92877 2.04156
H: 1.11048 1.01851 -1.53538
H: -0.87105 -1.21748 0.37801
H: -1.17939 -0.50722 -2.11424
H: 0.59826 -0.46318 2.43395

***

Version R
This record from OMol25 describes one molecule with the formula CH4N2O3. The level of theory is wB97M-V/def2-TZVPD.

- gap between HOMO and LUMO (eV) = 9.951
- LUMO energy (eV) = -0.190
- charge = 0
- structure (SMILES) = N[C@@H](O)ON=O

Positions of all 10 atoms, in Å:
C: 0.42521 0.08034 0.30597
N: -1.94383 0.21976 0.00135
N: 1.52596 -0.65664 -0.12763
O: -2.95826 -0.31252 -0.23692
O: 0.62404 1.38489 -0.15381
O: -0.73023 -0.60115 -0.18093
H: 0.26097 -0.01686 1.34999
H: 1.49966 -0.41204 -1.11018
H: 1.28385 -1.67077 -0.02788
H: 0.01265 1.98499 0.18006

***

Stability order, top to bottom: version P, version R, version Q